DFT (the ωB97M-V functional and the def2-TZVPD basis) results for C5H11Br3FN2O3S as an isolated structure.

```
26
Properties=species:S:1:pos:R:3:forces:R:3:mulliken_charge:R:1
N 1.642838 -1.006233 1.506620 -0.6 1.7 -0.9 -0.649
C 0.971829 -0.024976 0.535440 3.9 -0.3 1.1 0.468
C 1.005384 1.501281 1.128354 1.4 0.1 0.2 -0.415
O -0.018369 2.409515 0.595568 -0.6 -2.6 0.9 -0.306
C -1.333635 1.769118 0.458195 -1.6 0.0 -1.4 -0.368
C -1.430859 0.238794 1.039901 1.0 0.8 0.0 -0.478
S -3.174498 -0.517189 0.850252 -7.2 0.2 6.7 1.156
O -4.259740 0.618218 0.987547 5.1 -4.0 -2.2 -0.497
O -3.387200 -1.442633 2.109796 2.2 2.7 -5.9 -0.510
F -3.356471 -1.443977 -0.581351 1.1 2.1 2.5 -0.243
N -0.404029 -0.582561 0.254482 -1.1 0.3 0.2 -0.143
H 2.505386 -1.419436 1.089374 -1.0 0.7 0.7 0.274
H 1.814287 -0.563938 2.437582 0.0 -0.7 -1.2 0.262
H 1.605812 -0.067773 -0.467756 -1.9 0.0 2.8 -0.132
H 1.060822 1.478310 2.318796 -0.6 0.0 -2.4 0.342
H 2.055495 1.960061 0.793378 -2.4 -1.1 0.7 0.298
H -1.540429 1.689405 -0.714666 0.3 0.0 2.3 0.284
H -2.236908 2.424227 0.875857 2.3 -1.4 -0.6 0.362
H -1.185137 0.134269 2.189715 -0.8 0.1 -2.3 0.382
H -0.627312 -0.507281 -0.763903 0.3 -0.1 0.6 0.506
H -0.408566 -1.598503 0.520903 0.1 0.9 0.0 0.428
C 2.144471 -0.967276 -3.546897 0.3 -0.5 -0.5 -0.351
Br 0.979771 -2.525328 -3.562947 0.3 0.5 0.2 0.006
Br 1.428758 0.460077 -2.435765 0.1 0.3 -1.7 -0.091
Br 3.966148 -1.430485 -3.045909 -0.6 0.2 0.0 0.030
H 2.182152 -0.585687 -4.572565 -0.1 -0.1 0.5 0.385
```
Forces are in eV/Å.

As for the highest occupied orbital energy: -13.773 eV. As for the net charge: +1. Its total energy is -8751.97853 hartree.

---

DFT (the ωB97M-V functional and the def2-TZVPD basis) results for an isolated ion of composition C5H11Br3NSi and charge +1.

```
21
Properties=species:S:1:pos:R:3:forces:R:3:mulliken_charge:R:1
C -0.757523 1.317947 -0.211278 2.2 -1.9 -0.2 -0.813
C 0.738137 1.558649 -0.228482 0.6 2.2 3.6 -0.715
C -0.856114 0.144867 0.828136 0.1 3.2 -1.1 -0.511
C 1.335243 0.186411 -0.322969 0.4 0.2 -1.1 -0.490
C -0.017286 -1.940925 -0.217263 1.5 1.5 0.3 -0.957
N 0.366962 -0.644650 0.446112 1.0 -2.3 4.8 0.151
Si 3.292954 -0.012637 -0.060161 -1.4 0.7 0.5 0.722
Br 4.321561 1.855212 -0.699026 -0.5 -1.0 0.1 -0.156
Br 3.217767 -0.122051 2.151590 0.3 -0.1 0.1 -0.225
Br 3.954236 -1.897065 -0.933031 0.1 0.3 0.0 -0.155
H -1.279557 2.108846 0.175341 -1.5 2.1 0.5 0.456
H -0.942730 1.132199 -1.296247 -0.9 -0.4 1.0 0.281
H 0.930761 2.288574 -0.955606 0.9 0.5 -1.5 0.495
H 1.113749 2.162852 0.763457 -0.9 -1.7 -1.9 0.285
H -0.687326 0.624383 1.862968 -0.6 -1.1 -1.6 0.336
H -1.854982 -0.227820 0.603083 0.5 -1.3 0.8 0.311
H 1.086575 -0.265560 -1.243713 0.5 0.3 -2.1 0.479
H -0.659955 -1.600115 -0.948881 -1.5 0.0 -1.8 0.449
H 0.780166 -2.489968 -0.615793 1.9 0.2 -1.1 0.340
H -0.386712 -2.707951 0.361384 -1.7 -0.8 2.2 0.339
H 0.884133 -0.775726 1.392133 -1.0 -0.5 -1.6 0.378
```
Forces are in eV/Å.

As for the highest occupied orbital energy: -14.254 eV. As for the net charge: +1. Its total energy is -8263.25173 hartree. The structure (SMILES) is C[N@@H+]1CCC[C@H]1[Si](Br)(Br)Br. The calculation puts the relative energy (zero: lowest compared OMol25 entry of this formula, charge and spin) at 0.00 kcal per mole.

---

DFT (the ωB97M-V functional and the def2-TZVPD basis) results for a 2-piece molecular cluster, C5H11BrFO3P overall.

```
22
Properties=species:S:1:pos:R:3:forces:R:3:mulliken_charge:R:1
C -0.573622 2.514963 -0.630298 0.3 2.7 -3.6 -0.903
C -1.275565 -1.340993 2.282732 1.7 -1.4 -1.1 -0.730
C 0.767530 2.180686 -0.075665 -1.1 -1.5 0.3 -0.325
C -0.601090 -2.228603 1.215190 0.7 1.7 -0.5 -0.519
C 1.351745 -0.949513 -1.956746 4.0 2.5 1.7 -0.012
O -1.225905 -0.249568 -1.002906 0.7 -0.6 0.0 -0.688
O 0.943616 0.749348 0.082194 -0.1 0.2 -0.6 -0.317
O 0.525840 -1.518094 0.535387 -0.9 -0.4 -0.4 -0.333
F 1.822080 -2.160874 -1.983508 -0.4 -1.9 0.1 -0.193
P 0.182453 -0.453470 -0.617568 0.7 0.1 1.9 0.880
Br 1.090368 -0.277091 -3.650832 -0.6 0.5 -1.0 -0.058
H -1.267727 2.365722 0.136030 -1.5 -0.2 0.8 0.323
H -0.525506 3.696143 -0.923045 -0.3 -2.8 0.8 0.296
H -0.888305 1.932563 -1.602691 0.8 1.3 2.0 0.266
H -0.614933 -1.217316 3.174466 -0.7 0.3 -0.8 0.253
H -1.471360 -0.467993 1.658730 -0.6 0.4 1.0 0.197
H -2.133086 -1.968894 2.497676 -0.6 0.6 0.5 0.332
H 0.835973 2.512994 0.932101 0.1 0.6 0.8 0.254
H 1.559012 2.603956 -0.609317 1.4 0.3 -1.1 0.339
H -1.290165 -2.410253 0.418247 -0.7 -0.4 -0.3 0.367
H -0.206186 -3.147925 1.564442 0.5 -0.7 0.4 0.417
H 2.994833 -0.165788 -1.444619 -3.2 -1.1 -0.7 0.156
```
Forces are in eV/Å.

As for the highest occupied orbital energy (alpha / beta): -9.233 / -9.232 eV. Its total energy is -3437.97932 hartree. The calculation puts the relative energy (zero: lowest compared OMol25 entry of this formula, charge and spin) at 62.48 kcal per mole.

---

DFT (the ωB97M-V functional and the def2-TZVPD basis) results for C5H11Cl2 as an isolated structure.

```
18
Properties=species:S:1:pos:R:3:forces:R:3:mulliken_charge:R:1
Cl -0.718600 -0.331540 1.135115 1.7 -1.2 1.4 -0.301
H -1.680339 0.356460 0.539520 -1.0 0.7 -0.6 0.337
C -2.423631 0.891100 -0.516587 -1.1 0.9 -1.4 -1.251
C -3.558940 1.702460 0.025380 0.0 -0.8 1.3 0.281
C -4.769580 0.846337 0.442680 -0.1 0.3 -0.1 -0.771
C -5.953801 1.685213 0.942808 0.3 0.0 -0.1 -0.370
C -7.166855 0.864919 1.353155 0.0 0.0 0.0 -1.287
Cl -4.009606 2.925557 -1.187501 0.0 0.3 -0.3 -0.182
H -1.661120 1.486732 -1.013188 0.1 -0.2 0.1 0.460
H -2.739429 0.000400 -1.050354 0.2 -0.1 0.0 0.400
H -3.198252 2.236598 0.917787 -0.2 0.2 -0.3 0.303
H -5.086421 0.219891 -0.402578 0.1 0.1 0.1 0.399
H -4.439925 0.172629 1.247697 0.0 0.1 -0.2 0.315
H -5.606608 2.289601 1.790867 -0.1 0.0 -0.1 0.301
H -6.251284 2.383582 0.154606 0.1 0.0 0.1 0.358
H -7.969204 1.534477 1.671759 0.0 -0.1 0.0 0.369
H -7.540298 0.269556 0.512825 0.0 0.0 0.1 0.315
H -6.937799 0.192630 2.185309 0.0 0.0 -0.1 0.324
```
Forces are in eV/Å.

As for the highest occupied orbital energy (alpha / beta): -9.393 / -11.070 eV. The expectation value of S² is 0.7554. Its total energy is -1117.42124 hartree. The calculation puts the relative energy (zero: lowest compared OMol25 entry of this formula, charge and spin) at 9.44 kcal per mole. Its multiplicity is 2.

---

DFT (the ωB97M-V functional and the def2-TZVPD basis) results for one molecule with the formula C5H11Cl3Si.

```
20
Properties=species:S:1:pos:R:3:forces:R:3:mulliken_charge:R:1
Cl 1.542453 4.317466 -0.821865 0.1 -0.4 -0.2 -0.227
Cl -0.855597 2.351305 -2.321753 1.3 0.3 1.7 -0.292
Cl -0.870089 3.222975 1.044225 -0.2 0.1 -0.4 -0.270
C 0.481072 -1.910593 -0.686434 0.0 -1.4 -0.2 -1.568
C -1.687388 -1.408495 0.453937 0.6 -1.4 -0.7 -1.544
C 0.417899 0.016296 0.811864 -1.9 1.2 2.5 -0.788
C -0.383668 -0.815191 -0.157897 -1.0 0.4 0.0 1.199
C 1.230999 1.168630 0.234489 -0.6 -0.1 -1.2 -0.769
Si 0.368898 2.679150 -0.522882 -1.6 -0.7 -0.1 0.786
H 1.364392 -1.629330 -1.245298 0.1 0.4 -0.2 0.346
H -0.073250 -2.641090 -1.276568 -0.1 0.2 -0.3 0.387
H 0.843174 -2.496630 0.154446 0.2 -0.1 0.3 0.385
H -2.325435 -1.902647 -0.315002 0.6 0.4 0.2 0.359
H -2.370561 -0.761194 0.990558 0.4 0.4 0.2 0.398
H -1.338703 -2.245220 1.082973 -0.5 0.3 0.3 0.327
H 0.997321 -0.600890 1.512415 0.4 0.0 -0.6 0.388
H -0.327652 0.434669 1.550819 0.6 0.0 -0.7 0.300
H -0.704579 -0.148492 -0.943923 0.0 0.2 -0.6 -0.106
H 1.848830 0.738293 -0.526664 0.9 -0.1 -0.5 0.360
H 1.841884 1.630988 0.982561 0.6 0.2 0.5 0.328
```
Forces are in eV/Å.

As for the highest occupied orbital energy: -10.945 eV. Its total energy is -1867.33602 hartree. The structure (SMILES) is CC(C)CC[Si](Cl)(Cl)Cl. The calculation puts the relative energy (zero: lowest compared OMol25 entry of this formula, charge and spin) at 0.00 kcal per mole.

---

DFT (the ωB97M-V functional and the def2-TZVPD basis) results for C5H11ClCrNPtS as an isolated structure.

```
21
Properties=species:S:1:pos:R:3:forces:R:3:mulliken_charge:R:1
Cr 1.081224 -0.788274 -2.657331 -0.3 2.0 0.4 0.467
Cl 2.483933 -2.471572 -2.546613 0.6 -0.7 -0.1 -0.541
C 2.190657 0.746492 -3.698498 -0.5 -0.3 0.1 -1.070
C -0.436767 -1.052264 -3.947073 -1.1 -0.4 0.2 -1.113
H 2.297698 0.469003 -4.758977 0.3 -0.3 0.3 0.280
H 1.594647 1.673361 -3.746626 0.1 -0.2 0.5 0.334
H 3.180579 0.947068 -3.239230 -0.5 -0.1 -0.2 0.287
H -0.212233 -0.914013 -4.998788 0.3 0.0 -0.3 0.290
H -1.307797 -0.436078 -3.708081 0.2 0.6 0.1 0.338
H -0.897144 -2.043790 -3.817534 0.5 -0.3 -0.1 0.303
Pt -0.540218 0.397601 0.328762 -2.9 -0.9 -2.0 0.080
C -1.817133 -1.296188 0.785156 0.4 -0.6 0.1 -0.998
C -0.284888 2.302983 -0.193014 3.3 -1.3 0.7 -0.882
H -2.625797 -1.364210 0.013738 0.4 0.0 0.6 0.216
H -1.356494 -2.303110 0.916548 -0.3 0.4 0.0 0.219
H -2.244348 -0.983874 1.771254 0.1 -0.3 -0.6 0.216
H -0.852766 2.846048 -0.868482 -1.2 1.2 -1.4 0.335
H 0.817127 2.361712 -0.390051 -0.6 1.2 0.2 0.117
S 2.160798 0.837888 4.088222 1.3 0.5 1.8 -0.618
C 1.234550 0.459038 2.855193 -3.3 -1.6 -4.4 0.451
N 0.544875 0.137978 1.921523 3.4 1.2 4.3 -0.711
```
Forces are in eV/Å.

As for the highest occupied orbital energy (alpha / beta): 0.616 / 0.254 eV. As for the net charge: -2. The expectation value of S² is 8.9211. Its total energy is -2273.82719 hartree. Its multiplicity is 6.

---

DFT (the ωB97M-V functional and the def2-TZVPD basis) results for a 2-piece molecular cluster, C5H11ClN overall.

```
18
Properties=species:S:1:pos:R:3:forces:R:3:mulliken_charge:R:1
C -2.045038 1.521049 1.213130 -3.3 1.8 1.3 -0.431
C -1.783124 0.394538 0.670003 4.0 -1.2 -2.2 0.330
C 0.762152 1.381148 -0.764331 0.9 3.2 -1.9 -1.297
C 1.220473 -2.084164 0.105195 2.4 1.1 -2.8 -0.948
C 0.342012 0.275851 0.049324 -3.0 -1.4 4.1 -0.197
N 0.404229 -1.011360 -0.595908 0.2 -1.2 -1.4 -0.092
Cl -2.706370 -0.838935 0.013722 0.0 -0.4 0.0 -0.161
H -3.095001 1.915021 1.519346 1.9 -1.0 -0.6 0.252
H -1.246096 2.170429 1.393086 1.0 1.0 0.4 0.285
H 1.248729 2.172317 -0.083456 -0.9 -1.0 -1.4 0.312
H -0.105250 1.818081 -1.332760 0.8 -0.1 0.7 0.339
H 1.505688 1.161058 -1.627942 -0.8 0.0 1.6 0.483
H 0.891949 -2.183085 1.091496 -0.9 -0.5 1.3 0.386
H 1.218772 -2.978080 -0.571747 -0.1 0.6 1.1 0.362
H 2.266250 -1.662540 0.158644 -1.0 -0.7 -0.1 0.366
H 0.862691 0.163926 1.030879 -0.6 0.3 -0.8 0.314
H 0.771810 -0.750456 -1.542462 -0.2 -1.2 0.7 0.355
H -0.513880 -1.464794 -0.726219 -0.3 0.6 -0.1 0.340
```
Forces are in eV/Å.

As for the highest occupied orbital energy: -13.742 eV. As for the net charge: +1. Its total energy is -711.67543 hartree. The calculation puts the relative energy (zero: lowest compared OMol25 entry of this formula, charge and spin) at 84.19 kcal per mole.

---

DFT (the ωB97M-V functional and the def2-TZVPD basis) results for a 2-piece molecular cluster, C5H11ClN2 overall.

```
19
Properties=species:S:1:pos:R:3:forces:R:3:mulliken_charge:R:1
C 1.630916 0.710715 1.641419 -3.3 -0.6 -2.1 -0.096
C 1.588291 -0.030404 2.894110 -2.6 1.3 3.1 -0.964
C -1.878656 0.642007 -1.371949 -0.7 2.7 -1.4 -1.035
C 0.038226 -1.026503 -1.698088 1.1 0.5 3.3 -0.921
C -0.496312 0.348471 -1.722840 2.3 3.1 0.4 0.297
N 0.570062 0.768557 0.846624 1.9 -1.3 3.2 -0.044
N 0.345962 1.510347 -0.156094 -1.9 -0.8 -2.2 -0.380
Cl 1.713558 2.410237 -0.801702 1.0 0.4 -0.5 -0.242
H 2.495862 1.229385 1.430350 1.7 1.4 -0.8 0.501
H 2.183138 0.504304 3.705444 -0.7 -0.6 -1.0 0.268
H 1.897229 -1.032493 2.922434 0.8 -1.5 -0.4 0.265
H 0.469294 -0.081775 3.279359 2.2 0.2 -0.7 0.222
H -2.074376 0.099247 -0.501020 -0.7 -0.6 1.6 0.339
H -2.107291 1.798954 -1.259049 0.5 -2.6 -0.2 0.287
H -2.511451 0.215708 -2.165948 -0.1 0.2 0.1 0.356
H 0.187420 -1.463357 -2.650070 0.1 -0.3 -1.1 0.382
H -0.580627 -1.716322 -1.017750 1.1 1.0 -1.0 0.251
H 1.096544 -0.798750 -1.235567 -1.7 -1.1 -0.7 0.238
H 0.066695 1.105173 -2.351584 -0.9 -1.3 0.3 0.276
```
Forces are in eV/Å.

As for the highest occupied orbital energy (alpha / beta): -7.707 / -7.708 eV. Its total energy is -766.64214 hartree. The calculation puts the relative energy (zero: lowest compared OMol25 entry of this formula, charge and spin) at 103.72 kcal per mole.

---

Ordered max |F| results: 0.19101, 0.10488, 0.09802, 0.04831, 0.06523, 0.11218, 0.10202, 0.08274; unit hartree/bohr.